1.
DFT (wB97M-V/def2-TZVPD) results for a cluster of 3 separate species, C15H36BN2O5Si in total at a distorted geometry.

max |F|: 0.073 hartree/bohr
LUMO level: 2.3 eV
frontier orbital gap: 6.03 eV
charge: -1
HOMO energy: -3.69 eV

Geometry (Å):
C1 4.798 -0.086 1.717
C2 3.617 -1.049 1.097
O1 3.893 -1.585 -0.239
C3 2.708 -1.435 -1.148
C4 1.373 -2.216 -0.638
C5 0.014 -1.364 -0.450
O2 -0.815 -2.358 0.324
B1 -0.725 -2.081 1.806
O3 0.195 -0.896 1.983
C6 -0.168 -0.184 0.705
Si1 0.317 1.627 0.411
C7 2.059 2.061 -0.173
C8 -0.986 2.396 -0.838
C9 0.023 2.581 2.103
H1 4.270 0.637 2.491
H2 5.626 -0.681 2.317
H3 5.223 0.590 0.862
H4 3.481 -1.938 1.883
H5 2.613 -0.451 1.123
H6 2.537 -0.315 -1.485
H7 3.071 -1.978 -2.150
H8 1.122 -3.035 -1.475
H9 1.705 -2.885 0.293
H10 -0.524 -0.885 -1.375
H11 -1.747 -1.848 2.351
H12 -0.200 -3.049 2.234
H13 -1.366 -0.116 0.778
H14 2.203 1.898 -1.348
H15 2.968 1.554 0.358
H16 2.219 3.236 -0.023
H17 -0.783 3.541 -1.038
H18 -2.055 2.252 -0.340
H19 -1.037 1.784 -1.861
H20 0.611 1.957 2.927
H21 -1.109 2.667 2.387
H22 0.584 3.633 2.064
C10 -4.707 1.157 4.962
O4 -3.735 1.900 5.017
N1 -4.945 0.223 3.975
C11 -6.121 -0.621 3.981
C12 -3.987 0.080 2.898
H23 -5.497 1.182 5.731
H24 -5.805 -1.668 4.015
H25 -6.691 -0.439 3.065
H26 -6.755 -0.409 4.846
H27 -3.013 -0.186 3.320
H28 -3.895 1.037 2.375
H29 -4.308 -0.694 2.196
C13 0.285 0.663 -4.522
O5 -0.299 0.371 -3.486
N2 1.067 -0.193 -5.268
C14 1.727 0.229 -6.486
C15 1.235 -1.560 -4.820
H30 0.225 1.677 -4.952
H31 1.370 -0.389 -7.314
H32 2.806 0.097 -6.367
H33 1.515 1.280 -6.705
H34 0.253 -2.040 -4.764
H35 1.682 -1.556 -3.822
H36 1.877 -2.116 -5.509



2.
DFT (wB97M-V/def2-TZVPD) results for a cluster of 4 separate species, C15H36BN4O4 in total at a distorted geometry.

max |F|: 0.064 hartree/bohr
LUMO level: -4.3 eV
frontier orbital gap: 7.29 eV
charge: +1
HOMO energy: -11.64 eV

Geometry (Å):
C1 1.924 1.096 2.640
C2 2.100 -0.485 2.582
C3 3.517 -0.862 1.963
N1 3.415 -1.565 0.625
C4 2.601 -0.835 -0.280
C5 2.995 0.562 -0.527
N2 2.318 1.402 -1.376
C6 1.185 0.993 -2.035
N3 0.497 1.917 -2.887
C7 -0.225 2.894 -1.984
C8 -1.682 2.359 -1.625
C9 0.683 -0.386 -1.878
C10 1.408 -1.337 -1.004
B1 0.924 -2.866 -0.839
O1 1.883 -3.896 -0.664
N4 -0.484 -3.313 -0.876
C11 -1.378 -2.417 -0.102
C12 -0.963 -3.534 -2.267
H1 1.177 1.293 3.461
H2 2.891 1.553 2.987
H3 1.547 1.538 1.681
H4 2.116 -0.822 3.659
H5 1.240 -1.014 2.099
H6 3.998 -1.573 2.694
H7 4.197 0.013 1.829
H8 3.030 -2.481 0.863
H9 3.909 0.959 -0.024
H10 2.617 2.370 -1.543
H11 -0.236 1.370 -3.345
H12 -0.262 3.924 -2.438
H13 0.295 2.983 -0.986
H14 -2.330 2.331 -2.537
H15 -1.526 1.294 -1.284
H16 -2.115 2.962 -0.772
H17 -0.230 -0.677 -2.436
H18 2.723 -3.483 -0.950
H19 -1.046 -2.453 0.974
H20 -1.463 -1.370 -0.503
H21 -2.400 -2.897 -0.106
H22 -2.025 -3.887 -2.199
H23 -0.883 -2.628 -2.929
H24 -0.374 -4.404 -2.678
C13 -0.328 4.730 1.490
O2 -1.468 3.977 1.102
H25 0.024 5.304 0.634
H26 -0.596 5.415 2.298
H27 0.465 4.053 1.823
H28 -1.757 3.481 1.879
C14 -1.383 -7.273 -2.023
O3 -2.016 -6.765 -3.192
H29 -1.792 -6.764 -1.152
H30 -1.572 -8.345 -1.934
H31 -0.307 -7.088 -2.078
H32 -1.637 -7.231 -3.945
C15 -4.184 5.302 3.159
O4 -3.004 4.776 3.758
H33 -4.714 4.492 2.662
H34 -4.827 5.737 3.926
H35 -3.919 6.065 2.422
H36 -2.553 5.509 4.190



3.
DFT (wB97M-V/def2-TZVPD) results for a cluster of 10 separate species, C15H36BrN9O21 in total at a distorted geometry.

max |F|: 0.024 hartree/bohr
LUMO level: -0.4 eV
frontier orbital gap: 10.51 eV
SMILES string: CCC[C@H]1OC(=O)O[C@@H]1Br.C[N+](=O)[O-].C[N+](=O)[O-].C[N+](=O)[O-].C[N+](=O)[O-].C[N+](=O)[O-].C[N+](=O)[O-].C[N+](=O)[O-].C[N+](=O)[O-].C[N+](=O)[O-]
HOMO energy: -10.94 eV

Geometry (Å):
C1 3.448 -1.137 0.767
C2 3.090 0.068 -0.126
C3 1.638 0.130 -0.650
C4 0.584 -0.500 0.236
O1 -0.118 0.557 0.967
C5 -1.398 0.144 1.034
O2 -2.133 0.149 1.957
O3 -1.704 -0.336 -0.242
C6 -0.605 -1.151 -0.553
Br1 -0.940 -2.944 0.238
H1 4.417 -1.526 0.453
H2 2.755 -1.969 0.700
H3 3.577 -0.804 1.789
H4 3.323 1.002 0.382
H5 3.738 0.037 -0.999
H6 1.587 -0.256 -1.661
H7 1.372 1.185 -0.729
H8 0.930 -1.221 0.965
H9 -0.465 -1.270 -1.617
C7 2.434 -1.240 5.970
N1 2.707 -1.061 4.518
O4 2.128 -1.772 3.726
O5 3.465 -0.169 4.205
H10 1.727 -2.052 6.087
H11 3.381 -1.462 6.452
H12 2.029 -0.299 6.334
C8 1.491 -3.961 -3.225
N2 1.865 -2.557 -2.920
O6 2.849 -2.344 -2.245
O7 1.141 -1.688 -3.381
H13 2.217 -4.616 -2.758
H14 0.495 -4.128 -2.825
H15 1.492 -4.077 -4.302
C9 1.208 1.853 3.194
N3 0.434 2.353 4.359
O8 -0.522 3.068 4.149
O9 0.808 2.013 5.468
H16 0.753 2.225 2.288
H17 2.229 2.207 3.301
H18 1.174 0.767 3.228
C10 -3.451 2.302 -0.803
N4 -3.492 3.679 -1.368
O10 -3.660 3.796 -2.563
O11 -3.349 4.593 -0.583
H19 -3.587 1.593 -1.611
H20 -2.483 2.178 -0.331
H21 -4.250 2.228 -0.071
C11 -0.289 3.609 8.105
N5 0.176 4.865 8.756
O12 1.188 4.818 9.424
O13 -0.494 5.859 8.569
H22 0.404 2.817 8.358
H23 -1.286 3.401 8.482
H24 -0.312 3.780 7.035
C12 -4.684 -2.057 0.184
N6 -5.272 -3.055 -0.752
O14 -4.632 -3.347 -1.741
O15 -6.357 -3.510 -0.459
H25 -3.723 -1.748 -0.206
H26 -5.377 -1.223 0.243
H27 -4.579 -2.537 1.152
C13 1.227 -5.517 -7.989
N7 0.697 -5.115 -6.657
O16 -0.158 -4.261 -6.615
O17 1.167 -5.677 -5.682
H28 0.717 -4.933 -8.746
H29 2.295 -5.320 -7.984
H30 1.035 -6.579 -8.105
C14 -0.237 4.740 0.018
N8 0.434 3.496 -0.451
O18 0.126 3.049 -1.532
O19 1.254 3.001 0.300
H31 -0.936 5.060 -0.745
H32 -0.744 4.502 0.949
H33 0.540 5.480 0.185
C15 -1.031 0.267 -5.272
N9 -0.837 0.528 -6.725
O20 -1.479 -0.136 -7.512
O21 -0.039 1.392 -7.022
H34 -1.763 -0.525 -5.162
H35 -0.068 -0.027 -4.865
H36 -1.375 1.193 -4.820



4.
DFT (wB97M-V/def2-TZVPD) results for a structure of composition C15H36F3MgO7S4 at a distorted geometry.

ΔE to the lowest compared entry with this formula, charge and spin: 31.3 kcal per mole
max |F|: 0.101 hartree/bohr
LUMO level: -1.9 eV
frontier orbital gap: 8.28 eV
charge: +1
HOMO energy: -10.19 eV

Geometry (Å):
Mg1 -21.180 -12.342 28.989
C1 -24.344 -13.159 30.126
O1 -24.135 -14.600 29.811
O2 -23.140 -12.631 29.563
C2 -25.692 -12.644 29.556
F1 -25.862 -12.943 28.274
F2 -26.739 -13.059 30.188
F3 -25.791 -11.293 29.673
C3 -25.033 -15.549 30.411
C4 -24.834 -16.955 29.739
H1 -24.890 -16.923 28.650
H2 -23.951 -17.511 30.052
H3 -25.599 -17.591 30.183
H4 -26.091 -15.296 30.476
H5 -24.854 -15.698 31.476
H6 -24.335 -12.983 31.202
C5 -22.300 -10.725 25.083
S1 -22.221 -10.052 26.839
O3 -21.612 -11.214 27.609
C6 -24.067 -10.165 27.001
H7 -22.628 -11.762 25.150
H8 -21.258 -10.642 24.776
H9 -23.118 -10.226 24.562
H10 -24.509 -9.489 26.269
H11 -24.268 -9.828 28.018
H12 -24.371 -11.205 27.117
C7 -21.635 -8.142 29.980
S2 -21.237 -9.617 31.064
O4 -21.089 -10.808 30.134
C8 -19.526 -8.884 31.298
H13 -22.627 -8.291 29.553
H14 -20.891 -8.189 29.184
H15 -21.580 -7.180 30.490
H16 -18.971 -8.919 30.360
H17 -19.009 -9.299 32.164
H18 -19.591 -7.811 31.481
C9 -20.618 -14.957 25.241
S3 -21.288 -15.157 26.932
O5 -20.920 -13.917 27.742
C10 -23.027 -14.809 26.532
H19 -19.564 -14.696 25.333
H20 -21.262 -14.278 24.681
H21 -20.593 -15.944 24.779
H22 -23.389 -15.372 25.672
H23 -23.161 -13.799 26.146
H24 -23.636 -15.066 27.399
C11 -17.606 -14.011 28.452
S4 -17.847 -12.226 28.381
O6 -19.374 -11.997 28.397
C12 -17.130 -11.782 30.043
H25 -16.694 -14.185 27.879
H26 -18.390 -14.576 27.949
H27 -17.485 -14.428 29.452
H28 -17.150 -10.711 30.242
H29 -16.112 -12.107 29.825
H30 -17.639 -12.294 30.860
C13 -20.086 -14.435 32.697
C14 -20.233 -14.425 31.195
O7 -20.456 -13.414 30.496
C15 -20.245 -15.770 30.517
H31 -20.745 -15.234 33.035
H32 -20.511 -13.535 33.142
H33 -19.055 -14.646 32.982
H34 -19.970 -15.671 29.467
H35 -21.179 -16.310 30.676
H36 -19.410 -16.232 31.043



5.
DFT (wB97M-V/def2-TZVPD) results for a cluster of 3 separate species, C15H36NO9P2S2 in total at a distorted geometry.

max |F|: 0.196 hartree/bohr
LUMO level: -5.1 eV
frontier orbital gap: 6.71 eV
charge: +1
HOMO energy: -11.84 eV

Geometry (Å):
C1 -5.287 2.588 -0.813
C2 -4.104 1.590 -1.195
N1 -4.418 0.444 -1.710
C3 -2.573 1.975 -0.996
S1 -1.866 0.974 0.425
C4 -1.210 -0.541 -0.391
C5 -0.906 -1.748 0.592
C6 -1.699 -3.064 0.102
S2 -2.780 -3.809 1.408
C7 -3.318 0.617 1.492
C8 -2.762 0.175 3.018
C9 -1.248 0.697 3.360
O1 -2.565 1.282 3.971
H1 -5.545 2.432 0.268
H2 -4.972 3.641 -1.062
H3 -6.148 2.349 -1.501
H4 -5.441 0.362 -1.766
H5 -2.502 3.078 -0.801
H6 -2.031 1.632 -1.917
H7 -1.861 -0.826 -1.276
H8 -0.217 -0.240 -0.856
H9 0.207 -1.957 0.620
H10 -1.214 -1.578 1.658
H11 -0.899 -3.789 -0.233
H12 -2.331 -2.857 -0.807
H13 -3.143 -2.812 2.292
H14 -3.909 -0.293 1.197
H15 -3.966 1.525 1.681
H16 -3.068 -0.872 3.416
H17 -0.900 1.655 2.900
H18 -0.658 0.076 4.083
C10 0.187 2.766 -6.198
O2 1.023 2.656 -5.052
P1 0.557 3.492 -3.634
O3 -0.929 3.286 -3.883
O4 1.071 4.907 -4.294
C11 2.446 5.008 -4.685
O5 0.183 4.309 -2.167
C12 1.287 4.557 -1.287
H19 0.763 2.425 -7.060
H20 -0.683 2.119 -6.091
H21 -0.124 3.800 -6.361
H22 2.521 4.907 -5.768
H23 3.061 4.241 -4.210
H24 2.824 5.990 -4.396
H25 1.942 5.326 -1.705
H26 1.857 3.639 -1.118
H27 0.899 4.908 -0.331
C13 1.245 -4.753 3.558
O6 2.573 -4.683 4.046
P2 3.579 -3.441 3.434
O7 2.484 -2.395 3.293
O8 3.793 -4.270 2.027
C14 4.301 -5.607 2.107
O9 4.806 -2.326 2.987
C15 6.156 -2.758 3.199
H28 0.843 -5.734 3.817
H29 0.630 -3.995 4.045
H30 1.217 -4.629 2.474
H31 3.482 -6.313 1.964
H32 4.779 -5.803 3.069
H33 5.034 -5.754 1.313
H34 6.422 -3.542 2.484
H35 6.284 -3.130 4.218
H36 6.821 -1.907 3.051



6.
DFT (wB97M-V/def2-TZVPD) results for a structure of composition C15H37AsCoIN2O5SSi3.

expectation value of S²: 1.101
ΔE to the lowest compared entry with this formula, charge and spin: 29.1 kcal per mole
max |F|: 0.014 hartree/bohr
LUMO level (spin up / spin down): 2.6 / 2.6 eV
frontier orbital gap (spin up / spin down): 7.28 / 7.79 eV
charge: -1
2S+1: 2
HOMO energy (spin up / spin down): -4.64 / -5.14 eV

Geometry (Å):
Co1 1.113 -0.894 1.493
N1 0.520 0.773 2.628
C1 -0.526 0.763 3.130
N2 -1.699 0.752 3.708
C2 -1.939 -0.112 4.877
C3 -2.833 -1.280 4.492
O1 -4.022 -0.803 3.870
C4 -3.699 -0.163 2.645
C5 -2.897 1.096 2.929
H1 -2.429 0.504 5.637
H2 -0.980 -0.458 5.258
H3 -3.140 -1.820 5.389
H4 -2.290 -1.948 3.819
H5 -4.641 0.099 2.161
H6 -3.128 -0.831 1.986
H7 -3.494 1.792 3.524
H8 -2.585 1.591 2.010
C6 2.480 -0.066 -4.095
Si1 2.553 -0.701 -2.329
C7 4.156 -0.097 -1.573
C8 2.470 -2.565 -2.302
As1 0.865 0.094 -0.911
Si2 -1.292 -0.641 -1.612
C9 -1.328 0.064 -3.412
C10 -1.404 -2.470 -1.986
C11 -2.807 0.270 -0.963
Si3 0.942 2.418 -0.964
C12 2.319 2.914 0.208
C13 -0.684 3.079 -0.303
C14 1.280 3.184 -2.646
H9 3.290 -0.515 -4.678
H10 2.602 1.019 -4.129
H11 1.537 -0.310 -4.584
H12 5.012 -0.498 -2.123
H13 4.242 -0.423 -0.534
H14 4.217 0.994 -1.600
H15 3.443 -2.988 -2.566
H16 1.730 -2.936 -3.014
H17 2.196 -2.919 -1.305
H18 -0.602 -0.448 -4.051
H19 -1.115 1.137 -3.463
H20 -2.317 -0.096 -3.857
H21 -0.406 -2.908 -2.012
H22 -1.871 -2.615 -2.965
H23 -1.963 -3.018 -1.230
H24 -2.927 1.238 -1.451
H25 -2.827 0.379 0.117
H26 -3.667 -0.348 -1.245
H27 2.098 2.560 1.217
H28 2.440 4.002 0.234
H29 3.271 2.471 -0.095
H30 -0.993 2.516 0.579
H31 -1.477 3.004 -1.049
H32 -0.574 4.130 -0.020
H33 2.312 2.989 -2.949
H34 1.139 4.268 -2.616
H35 0.624 2.773 -3.416
O2 0.651 -2.762 0.658
S1 -0.709 -2.573 1.282
O3 -0.452 -2.154 2.689
O4 -1.266 -1.330 0.605
O5 -1.584 -3.709 1.141
I1 4.070 -2.705 1.600
C15 2.831 -1.141 2.398
H36 2.723 -1.384 3.455
H37 3.442 -0.241 2.305



7.
DFT (wB97M-V/def2-TZVPD) results for a structure of composition C15H37BFN5O4SSi2 at a distorted geometry.

max |F|: 0.048 hartree/bohr
LUMO level: -2.2 eV
frontier orbital gap: 2.65 eV
HOMO energy: -4.81 eV

Geometry (Å):
C1 -2.360 2.031 -2.301
C2 -2.871 1.852 -3.794
C3 -2.106 0.648 -4.445
C4 -0.884 1.118 -5.334
C5 0.487 0.973 -4.586
C6 1.301 2.327 -4.488
N1 1.612 2.652 -3.079
C7 2.096 1.854 -2.101
N2 2.402 0.575 -2.174
B1 2.974 -0.200 -0.987
O1 4.338 -0.472 -1.064
O2 2.196 -0.560 0.074
N3 2.264 2.534 -0.910
C8 1.860 3.765 -1.259
S1 1.802 5.171 -0.130
O3 2.771 6.150 -0.482
O4 0.452 5.618 -0.142
F1 2.153 4.603 1.296
N4 1.491 3.891 -2.531
C9 1.051 5.155 -3.146
H1 -3.135 1.700 -1.582
H2 -2.148 3.095 -2.057
H3 -1.421 1.455 -2.179
H4 -2.649 2.799 -4.323
H5 -3.963 1.663 -3.749
H6 -2.811 0.157 -5.153
H7 -1.802 -0.068 -3.659
H8 -1.098 2.148 -5.678
H9 -0.856 0.433 -6.202
H10 1.138 0.182 -5.020
H11 0.246 0.611 -3.561
H12 0.619 3.104 -4.885
H13 2.241 2.295 -5.078
H14 2.306 0.033 -3.030
H15 4.721 0.363 -1.389
H16 2.207 0.193 0.696
H17 1.132 5.100 -4.250
H18 0.015 5.420 -2.874
H19 1.751 5.944 -2.802
C10 0.405 -6.153 4.825
Si1 -0.363 -4.425 4.821
C11 0.606 -3.396 6.074
C12 -2.133 -4.614 5.451
N5 -0.280 -3.803 3.242
Si2 -0.866 -2.271 2.826
C13 0.017 -0.864 3.731
C14 -2.724 -2.085 3.107
C15 -0.559 -2.000 0.978
H20 0.367 -6.586 5.831
H21 -0.138 -6.816 4.147
H22 1.450 -6.112 4.510
H23 0.717 -3.946 7.016
H24 0.101 -2.456 6.305
H25 1.607 -3.172 5.699
H26 -2.757 -5.113 4.708
H27 -2.582 -3.648 5.693
H28 -2.151 -5.218 6.366
H29 -0.277 -0.812 4.781
H30 -0.233 0.104 3.275
H31 1.101 -0.991 3.678
H32 -3.266 -2.934 2.684
H33 -3.097 -1.173 2.623
H34 -2.966 -2.009 4.169
H35 -1.076 -2.759 0.385
H36 0.506 -2.048 0.757
H37 -0.931 -1.012 0.671



- What is the max |F| in the third record?
  0.024 hartree/bohr



- Number 4 is which compound?
  C15H36F3MgO7S4